1.
The following is a DFT calculation (the ωB97M-V functional and the def2-TZVPD basis) of C30H33INO3RuSSb as an isolated structure in a non-equilibrium geometry.

**Energy above the lowest of the compared OMol25 structures with the same formula, charge and spin**: 13.6 kcal/mol
**HOMO level (spin up / spin down)**: -18.29 / -18.13 eV
**Net charge**: +4
**LUMO energy (spin up / spin down)**: -15.5 / -15.7 eV

CARTESIAN COORDINATES (ANGSTROEM)
Ru: -0.21494 0.83500 -1.32444
N: -0.11054 0.76671 -5.56469
C: -0.72766 -0.04244 -4.72079
O: -0.76587 0.14008 -3.48100
C: -1.38077 -1.26498 -5.31925
I: -3.09329 -0.74621 -6.54734
H: 0.28289 1.63776 -5.24388
H: -0.11336 0.60829 -6.56268
H: -1.73127 -1.93413 -4.54110
H: -0.68651 -1.78312 -5.97830
C: -1.43772 5.00279 -1.44865
C: -1.32243 3.54936 -1.23377
O: -0.38010 2.89467 -1.73140
C: -2.29363 2.80553 -0.41392
C: -3.01604 3.36741 0.62424
C: -3.87039 2.57147 1.39170
C: -3.99618 1.21226 1.13542
C: -3.27929 0.63298 0.09633
C: -2.42645 1.41615 -0.68390
H: -0.73127 5.35198 -2.19817
H: -1.25232 5.54480 -0.51464
H: -2.45866 5.25782 -1.74339
H: -2.91621 4.41944 0.85779
H: -4.44477 3.02348 2.19002
H: -4.68520 0.60948 1.71111
H: -3.42149 -0.41184 -0.15173
H: -2.17898 1.03151 -1.70123
S: -0.31077 -1.32588 -0.55470
Sb: 0.46930 -1.60746 1.77261
C: 1.08637 -3.68719 1.71258
C: 1.79176 -4.11417 0.59382
C: 2.18751 -5.44386 0.55039
C: 1.85841 -6.29887 1.59609
C: 1.16564 -5.83745 2.70880
C: 0.75449 -4.51072 2.77580
C: 1.78533 0.05523 1.38177
C: 3.15579 -0.06316 1.45364
C: 3.94028 1.05139 1.13484
C: 3.34240 2.24680 0.75813
C: 1.95950 2.36030 0.70011
C: 1.15571 1.25266 0.99696
C: -0.97841 -0.92449 3.23783
C: -2.00293 -1.77400 3.63258
C: -2.85369 -1.33799 4.64052
C: -2.65589 -0.09387 5.22772
C: -1.63185 0.74522 4.80402
C: -0.76370 0.32624 3.80459
H: 2.00407 -3.45620 -0.24112
H: 2.72455 -5.80383 -0.31644
H: 2.12643 -7.34588 1.53022
H: 0.94934 -6.49658 3.53875
H: 0.22136 -4.15360 3.64782
H: 3.63242 -0.98313 1.76831
H: 5.01786 0.97940 1.20911
H: 3.96542 3.10343 0.53566
H: 1.49959 3.31289 0.46682
H: 0.06645 1.36678 1.10021
H: -2.15173 -2.74871 3.18405
H: -3.65996 -1.97837 4.97276
H: -3.28332 0.21178 6.05499
H: -1.47665 1.71028 5.26714
H: 0.06914 0.95498 3.51557
C: 3.89797 0.07797 -2.99711
C: 2.42048 0.37417 -3.15051
O: 1.91267 0.98706 -1.91951
H: 4.30136 -0.26403 -3.94878
H: 4.06438 -0.69613 -2.24968
H: 4.44181 0.97815 -2.70565
H: 1.83953 -0.53591 -3.29614
H: 2.24722 1.05476 -3.98522
H: 2.36681 1.83575 -1.81168

Here are the Löwdin charges for atoms 1 to 2, given in e: atom 1 (Ru): 1.125, atom 2 (N): 0.222

2.
The following is a DFT calculation (the ωB97M-V functional and the def2-TZVPD basis) of a 3-piece molecular cluster, C2H8NO2PS overall in a non-equilibrium geometry.

**Energy above the lowest of the compared OMol25 structures with the same formula, charge and spin**: 98.8 kcal/mol
**HOMO level**: -8.16 eV
**LUMO energy**: 0.2 eV
**Structure (SMILES)**: CNP=S.C=O.O

CARTESIAN COORDINATES (ANGSTROEM)
C: -0.14705 0.61042 -2.38324
C: 0.08851 1.47266 2.50005
N: -0.07286 -0.28866 -1.16647
O: -0.97049 -1.98831 1.27646
O: 0.24933 1.26775 1.29855
P: 1.33350 -0.79222 -0.42188
S: 2.74442 0.38168 -1.16316
H: 0.77094 0.47462 -3.05225
H: -1.05882 0.29196 -2.91095
H: -0.17470 1.64316 -2.09579
H: 1.06364 1.52223 3.17101
H: -0.39400 -2.69177 1.33459
H: -0.90168 1.46484 3.02588
H: -0.91032 -0.73586 -0.95853
H: -1.62042 -2.63249 1.54572

Here are the Löwdin charges for atoms 1 to 2, given in e: atom 1 (C): -0.172, atom 2 (C): -0.115

3.
The following is a DFT calculation (the ωB97M-V functional and the def2-TZVPD basis) of a 2-piece molecular cluster, C2H3IN2O2 overall in a non-equilibrium geometry.

**Energy above the lowest of the compared OMol25 structures with the same formula, charge and spin**: 154.8 kcal/mol
**HOMO level**: -9.04 eV
**LUMO energy**: -1.2 eV
**Structure (SMILES)**: C=[N+]([O-])I.C#[N+][O-]

CARTESIAN COORDINATES (ANGSTROEM)
C: -0.45818 -0.51655 -0.99164
C: 2.24788 1.76690 1.39632
N: -1.29677 -0.63908 -0.03610
N: 1.78121 1.64235 0.33175
O: -1.41834 -1.49124 0.81400
O: 1.15462 1.39149 -0.63828
I: -2.99837 0.81047 -0.36217
H: 0.09284 -1.37398 -1.31733
H: -0.46903 0.43212 -1.55788
H: 2.59305 1.94356 2.36072

Here are the Löwdin charges for atoms 1 to 2, given in e: atom 1 (C): -0.105, atom 2 (C): 0.176

4.
The following is a DFT calculation (the ωB97M-V functional and the def2-TZVPD basis) of a 2-piece molecular cluster, CH5N5OS overall in a non-equilibrium geometry.

**Energy above the lowest of the compared OMol25 structures with the same formula, charge and spin**: 34.8 kcal/mol
**HOMO level (spin up / spin down)**: -8.67 / -8.67 eV
**LUMO energy (spin up / spin down)**: -0.5 / -0.5 eV

CARTESIAN COORDINATES (ANGSTROEM)
C: -1.12040 0.34740 0.79527
N: 0.21126 1.46466 -1.68079
N: -2.24757 0.52181 0.39819
N: 0.18514 -1.74881 1.02783
N: -0.24496 -0.43865 1.44559
N: 1.42377 1.14703 -2.03055
O: -3.07539 1.10840 -0.19064
S: 2.21292 0.15422 -1.07826
H: -0.30365 1.07433 -0.78612
H: -0.02262 2.36753 -2.07448
H: 0.57362 -1.64406 0.08326
H: -0.54713 -2.45312 1.13960
H: 0.27502 0.18786 2.00265

Here are the Löwdin charges for atoms 1 to 2, given in e: atom 1 (C): -0.132, atom 2 (N): -0.068

5.
The following is a DFT calculation (the ωB97M-V functional and the def2-TZVPD basis) of C73H59N6O3P2S2Ta as an isolated structure in a non-equilibrium geometry.

**Energy above the lowest of the compared OMol25 structures with the same formula, charge and spin**: 64.7 kcal/mol
**HOMO level**: -15.87 eV
**Net charge**: +4
**LUMO energy**: -11.9 eV

CARTESIAN COORDINATES (ANGSTROEM)
Ta: -0.69018 -0.02511 -0.38762
O: 0.09882 -2.49331 -2.25632
S: 1.34402 -2.20191 0.48058
C: 2.52042 -2.67001 -0.77112
C: 2.56102 -3.94441 -1.31492
C: 3.62352 -4.38611 -2.11212
C: 4.69432 -3.54091 -2.31172
C: 6.01882 -3.72681 -2.97012
C: 6.73882 -2.36621 -2.82882
C: 5.77852 -1.49151 -2.09982
C: 5.85022 -0.18321 -1.67812
C: 4.72542 0.37819 -1.07492
C: 3.55992 -0.33431 -0.80952
P: 2.16802 0.74819 -0.28822
C: 2.95592 1.38059 1.24958
C: 3.37712 2.68649 1.48448
C: 4.03672 3.00339 2.66078
C: 4.25482 2.03659 3.62658
C: 3.82972 0.73519 3.40348
C: 3.18722 0.40649 2.22568
C: 2.28222 1.87489 -1.74212
C: 2.16232 1.16579 -2.94252
C: 2.21482 1.81139 -4.15992
C: 2.40062 3.18599 -4.20392
C: 2.51172 3.89819 -3.02302
C: 2.43132 3.25519 -1.79532
C: 3.50812 -1.71191 -1.10762
C: 4.61262 -2.22591 -1.81662
C: 1.48492 -3.44621 1.75298
C: 2.43832 -4.44651 1.66308
C: 2.63212 -5.40581 2.65518
C: 1.85052 -5.34291 3.78518
C: 1.80762 -6.19551 5.00088
C: 0.80162 -5.50331 5.93898
C: 0.27862 -4.35141 5.15788
C: -0.65698 -3.38951 5.46468
C: -0.93868 -2.42511 4.50438
C: -0.31088 -2.35041 3.25748
P: -1.04558 -0.94161 2.31018
C: -2.78438 -1.52561 2.30938
C: -2.96998 -2.90811 2.21968
C: -4.23938 -3.45041 2.21338
C: -5.34918 -2.62201 2.28438
C: -5.17668 -1.24861 2.31568
C: -3.90428 -0.70011 2.31238
C: -0.78278 0.37539 3.56388
C: -1.70298 1.36339 3.89928
C: -1.38718 2.31069 4.85818
C: -0.15928 2.28509 5.49738
C: 0.76632 1.31069 5.16218
C: 0.46342 0.37099 4.19498
C: 0.67302 -3.31091 2.91438
C: 0.91542 -4.29561 3.90508
H: 1.76372 -4.63761 -1.08462
H: 3.60682 -5.38831 -2.51022
H: 6.57782 -4.52761 -2.48092
H: 5.91522 -4.02301 -4.01562
H: 7.67472 -2.45471 -2.27242
H: 6.99752 -1.93871 -3.79982
H: 6.72992 0.42149 -1.82942
H: 4.75832 1.42709 -0.80932
H: 3.21332 3.46489 0.75958
H: 4.39312 4.00999 2.81658
H: 4.75942 2.29409 4.54518
H: 4.02002 -0.02291 4.14748
H: 2.87492 -0.61521 2.05218
H: 2.04522 0.08789 -2.91262
H: 2.12572 1.24569 -5.07452
H: 2.45702 3.69229 -5.15372
H: 2.66662 4.96529 -3.05392
H: 2.49822 3.85669 -0.90422
H: 3.08442 -4.48971 0.80278
H: 3.39122 -6.15941 2.52628
H: 1.48902 -7.20921 4.74358
H: 2.79582 -6.30301 5.45088
H: -0.00408 -6.17051 6.24918
H: 1.27702 -5.15691 6.85928
H: -1.16458 -3.36781 6.41418
H: -1.69458 -1.68981 4.74638
H: -2.11418 -3.56261 2.15348
H: -4.35718 -4.52121 2.15878
H: -6.34128 -3.04371 2.30838
H: -6.03318 -0.59241 2.34488
H: -3.80858 0.37359 2.31318
H: -2.67788 1.39589 3.44288
H: -2.11158 3.06559 5.11768
H: 0.06452 3.01619 6.25898
H: 1.71472 1.26929 5.67078
H: 1.18042 -0.39901 3.95128
N: -4.76278 -1.92031 -1.56312
C: -3.76158 -1.19981 -1.06852
S: -2.25148 -2.04131 -0.77262
N: -3.93648 0.05939 -0.82572
N: -2.97178 0.80589 -0.32482
C: -3.29128 1.94449 0.24458
C: -4.67188 2.41509 0.39878
C: -5.60438 2.32459 -0.64252
C: -6.89698 2.78009 -0.46672
C: -7.29698 3.31559 0.74908
C: -6.39258 3.38409 1.79948
C: -5.09448 2.94729 1.62948
C: -2.20118 2.69789 0.84698
C: -2.36748 4.02859 1.25018
C: -1.34068 4.67389 1.91518
C: -0.15408 3.98609 2.14298
C: -0.04378 2.69219 1.66538
N: -1.02358 2.06359 1.02058
H: -4.67488 -2.91521 -1.69192
H: -5.66618 -1.49151 -1.69192
H: -5.30468 1.92419 -1.59792
H: -7.60298 2.72359 -1.28002
H: -8.30518 3.67379 0.88048
H: -6.70618 3.77559 2.75468
H: -4.41628 2.97259 2.46998
H: -3.29098 4.54199 1.02918
H: -1.46128 5.69429 2.24308
H: 0.67002 4.44469 2.66518
H: 0.86662 2.13279 1.82558
O: -0.47468 -0.49071 -7.77362
C: -0.86468 -1.61671 -7.03282
C: -0.79068 -1.27041 -5.57632
C: -0.41948 -2.18311 -4.59572
C: -0.32208 -1.73161 -3.28502
N: -0.59588 -0.48351 -2.91352
C: -0.96288 0.41169 -3.85022
C: -1.06468 0.04229 -5.18242
C: -1.10478 1.80579 -3.40622
C: -1.45958 2.81619 -4.29762
C: -1.38328 4.14989 -3.92152
C: -1.61478 5.23749 -4.93532
O: -0.37378 5.38809 -5.59212
C: -0.93918 4.42349 -2.63292
C: -0.64738 3.36509 -1.79222
N: -0.74738 2.08709 -2.14122
H: -0.48998 -0.68741 -8.71792
H: -0.23438 -2.49111 -7.24202
H: -1.90778 -1.89871 -7.25792
H: -0.18658 -3.20811 -4.84342
H: 0.20802 -3.41731 -2.53222
H: -1.31488 0.74799 -5.95652
H: -1.77468 2.58089 -5.29882
H: -1.91638 6.16499 -4.43512
H: -2.39868 4.93229 -5.64132
H: -0.40908 6.15719 -6.17372
H: -0.80958 5.43619 -2.28912
H: -0.27418 3.56399 -0.79862

Here are the Löwdin charges for atoms 1 to 2, given in e: atom 1 (Ta): 1.568, atom 2 (O): -0.076

6.
The following is a DFT calculation (the ωB97M-V functional and the def2-TZVPD basis) of a single C4H7ClO molecule in a non-equilibrium geometry.

**Energy above the lowest of the compared OMol25 structures with the same formula, charge and spin**: 15.3 kcal/mol
**HOMO level**: -10.31 eV
**LUMO energy**: 0.8 eV
**Structure (SMILES)**: CC[C@@H](Cl)C=O

CARTESIAN COORDINATES (ANGSTROEM)
C: -1.65178 1.62334 0.11940
C: -0.30097 1.12815 -0.38050
C: 0.21693 -0.07750 0.39940
C: 1.63237 -0.30088 -0.10277
H: -2.42296 0.86870 -0.06603
H: -1.95484 2.46382 -0.58134
H: -1.74759 1.94273 1.15738
H: -0.38637 0.72640 -1.40129
H: 0.51641 1.90359 -0.20273
H: 0.14993 0.03281 1.49815
H: 1.92224 -1.26715 -0.52370
O: 2.45006 0.55082 0.07388
Cl: -0.88568 -1.48918 -0.04027

Here are the Löwdin charges for atoms 1 to 2, given in e: atom 1 (C): -0.130, atom 2 (C): -0.310